# 1
Density functional theory data (ωB97M-V/def2-TZVPD) for the molecule C6H7ISi at a distorted geometry.

HOMO level (spin up / spin down)	-8.5 / -8.5	eV
maximum force	4.147	eV/A
multiplicity	1
frontier orbital gap (spin up / spin down)	8.221 / 8.215	eV

Positions of all 15 atoms, in Å:
C  -0.93128  -0.23858  -1.69120
C  -1.96574  -0.29061  -0.79969
C  0.48380  -0.29194  -1.38748
C  -1.93594  -0.12506  0.65715
C  1.04027  -0.19076  -0.20249
C  -0.83099  0.08647  1.31651
Si  2.38721  0.29581  0.90426
I  -0.59569  0.44188  3.37207
H  -1.29047  -0.40754  -2.73264
H  -3.02151  -0.18216  -1.27540
H  1.25903  -0.32077  -2.14249
H  -2.86713  -0.03884  1.07842
H  2.33035  1.82237  0.75059
H  3.64753  -0.14634  0.02823
H  2.29054  -0.41393  2.12416


# 2
Density functional theory data (ωB97M-V/def2-TZVPD) for a structure of composition C43H38IN7P2Se2Tc at a distorted geometry.

HOMO level (spin up / spin down)	-11.5 / -11.5	eV
ΔE to the lowest compared entry with this formula, charge and spin	14.08	kcal per mole
maximum force	2.171	eV/A
charge	+2
multiplicity	4
frontier orbital gap (spin up / spin down)	5.466 / 4.077	eV

Positions of all 94 atoms, in Å:
Tc  -1.16064  0.92447  -2.17841
Se  -0.54504  2.71277  4.57909
P  0.09866  0.79297  3.87619
C  -0.85154  -0.60473  4.54939
C  -1.88184  -0.40773  5.45889
C  -2.56894  -1.50183  5.95719
C  -2.23814  -2.78103  5.54159
C  -1.20154  -2.97573  4.64069
C  -0.50044  -1.89153  4.14889
C  1.82726  0.51517  4.37399
C  2.06076  0.44387  5.74589
C  3.35626  0.31587  6.21019
C  4.41486  0.25727  5.31509
C  4.18066  0.33357  3.95229
C  2.88756  0.47317  3.48309
C  -0.25464  0.74147  2.10259
C  0.19766  0.89427  0.78849
N  -0.92944  0.89397  0.00299
N  -1.95934  0.75847  0.80439
N  -1.59914  0.67407  2.03229
P  1.79546  0.96197  -0.00031
Se  1.36546  0.78827  -2.11901
C  2.72716  -0.55903  0.37189
C  3.99106  -0.70843  -0.18861
C  4.64556  -1.92223  -0.07191
C  4.04576  -2.97953  0.59409
C  2.78856  -2.82333  1.15599
C  2.12116  -1.61873  1.03909
C  2.54726  2.57777  0.35919
C  2.38326  3.19487  1.59709
C  2.87596  4.47327  1.78699
C  3.49756  5.14787  0.74689
C  3.64536  4.53577  -0.48781
C  3.17696  3.25027  -0.68431
H  -2.14684  0.59197  5.77599
H  -3.36304  -1.35513  6.67229
H  -2.78434  -3.63043  5.92149
H  -0.93514  -3.97453  4.32949
H  0.32526  -2.03883  3.46479
H  1.23146  0.49737  6.43829
H  3.54496  0.26827  7.27099
H  5.42516  0.15957  5.67909
H  4.99946  0.29377  3.25079
H  2.70106  0.54957  2.42199
H  4.44456  0.11807  -0.71931
H  5.62316  -2.04823  -0.50801
H  4.55556  -3.92693  0.67389
H  2.32916  -3.64453  1.68389
H  1.13726  -1.49793  1.47439
H  1.86506  2.69887  2.40859
H  2.76156  4.95077  2.74769
H  3.85426  6.15527  0.89649
H  4.11286  5.06217  -1.30401
H  3.27316  2.77507  -1.65291
N  -3.51104  1.01927  -4.64281
C  -2.24104  0.96807  -5.15311
C  -2.17214  0.93037  -6.55971
C  -0.95924  0.83627  -7.19421
C  0.18216  0.82067  -6.39791
C  0.03376  0.88877  -5.03371
N  -1.14554  0.93767  -4.37801
C  -4.08134  0.96147  -3.39461
C  -5.48664  0.88897  -3.39451
C  -6.17404  0.81167  -2.20721
C  -5.42994  0.85147  -1.03261
C  -4.05894  0.94417  -1.11361
N  -3.35984  0.97067  -2.26231
H  -4.20834  1.09907  -5.37281
H  -3.08454  0.96507  -7.13561
H  -0.89174  0.78387  -8.26871
H  1.16756  0.76527  -6.83081
H  0.93326  0.91967  -4.43721
H  -6.01814  0.88577  -4.33501
H  -7.24944  0.73517  -2.19101
H  -5.90284  0.80977  -0.06571
H  -3.47494  0.99747  -0.20451
I  0.23156  4.09837  -3.54961
C  -1.16314  3.08737  -2.22091
H  -2.13084  3.50617  -2.50831
H  -0.91594  3.51067  -1.24291
C  -1.15444  -5.63693  -2.21781
C  -1.18754  -4.15333  -2.22511
C  -0.64734  -3.39993  -1.18561
C  -0.69694  -2.02433  -1.24371
N  -1.24474  -1.34413  -2.25031
C  -1.77014  -2.05883  -3.24651
C  -1.76174  -3.43743  -3.27711
H  -0.68044  -6.01473  -1.31641
H  -0.60854  -6.00413  -3.08581
H  -2.16654  -6.03403  -2.28001
H  -0.18674  -3.88033  -0.33651
H  -0.26914  -1.44013  -0.44141
H  -2.21124  -1.49953  -4.06021
H  -2.19774  -3.95713  -4.11591


# 3
Density functional theory data (ωB97M-V/def2-TZVPD) for the molecule C16H26N4O2S2 at a distorted geometry.

HOMO level	-8.5	eV
SMILES string	CC[C@H](C)C(=O)Nc1nnc(SCC(=O)N2[C@H](C)CCC[C@@H]2C)s1
ΔE to the lowest compared entry with this formula, charge and spin	11.19	kcal per mole
maximum force	1.776	eV/A
multiplicity	1
frontier orbital gap	8.957	eV

Positions of all 50 atoms, in Å:
C  6.09981  2.20226  -1.31655
C  5.03172  1.95220  -0.25895
C  5.35329  0.77516  0.68445
C  6.65357  0.98712  1.45606
C  5.44029  -0.49099  -0.12518
O  6.45946  -1.01115  -0.50706
N  4.24024  -1.10121  -0.48640
C  2.95459  -0.82532  -0.15123
N  2.51527  0.18130  0.51771
N  1.20429  0.18248  0.71082
C  0.59518  -0.82014  0.18490
S  -1.10021  -1.12964  0.26242
C  -1.69724  0.42062  1.03192
C  -2.73410  1.10552  0.14589
O  -2.43213  2.13838  -0.42101
N  -3.94917  0.52833  0.01938
C  -4.91524  1.24309  -0.81583
C  -5.78243  2.20157  0.00296
C  -5.74140  0.27512  -1.66245
C  -6.34177  -0.84165  -0.81990
C  -5.20808  -1.58716  -0.13028
C  -4.35247  -0.66543  0.74670
C  -5.04477  -0.32702  2.07302
S  1.66287  -1.94553  -0.65063
H  6.30175  1.30006  -1.88887
H  5.76534  2.97700  -2.00279
H  7.02923  2.53201  -0.86069
H  4.07336  1.75544  -0.74197
H  4.90969  2.84721  0.35331
H  4.51576  0.68494  1.38111
H  6.65636  1.96873  1.92209
H  6.75744  0.23219  2.23193
H  7.50694  0.90268  0.78967
H  4.37654  -1.93623  -1.04617
H  -0.82873  1.07378  1.10546
H  -2.07619  0.18157  2.02412
H  -4.30501  1.85929  -1.48649
H  -6.50274  1.67850  0.62369
H  -5.14854  2.81404  0.63905
H  -6.32529  2.85878  -0.67160
H  -6.52388  0.83940  -2.17092
H  -5.09675  -0.16875  -2.42432
H  -7.03808  -0.43514  -0.08623
H  -6.90028  -1.52948  -1.45686
H  -5.59679  -2.39273  0.49407
H  -4.56651  -2.03256  -0.89372
H  -3.44569  -1.22923  0.98381
H  -4.51113  0.46792  2.58892
H  -5.05710  -1.20755  2.71090
H  -6.06965  -0.00578  1.92084


# 4
Density functional theory data (ωB97M-V/def2-TZVPD) for a structure of composition C30H32F6IrNO3S.

HOMO level (spin up / spin down)	-3.5 / -4.7	eV
ΔE to the lowest compared entry with this formula, charge and spin	3.95	kcal per mole
maximum force	0.378	eV/A
charge	-1
multiplicity	2
frontier orbital gap (spin up / spin down)	5.902 / 7.064	eV

Positions of all 74 atoms, in Å:
Ir  -0.04356  -0.56630  -0.34040
C  1.19300  -1.93278  -1.49929
C  1.22676  -0.64513  -2.13965
C  -0.12610  -0.30290  -2.46454
C  -0.97249  -1.42226  -2.10328
C  -0.14862  -2.45484  -1.56484
C  -0.55884  -3.82298  -1.12717
C  -2.45551  -1.44676  -2.30381
C  -0.59289  0.92647  -3.17504
C  2.44109  0.15776  -2.48153
C  2.36464  -2.69170  -0.95534
H  -0.17004  -4.57562  -1.82136
H  -1.64363  -3.91875  -1.10001
H  -0.18206  -4.04931  -0.12964
H  -2.71212  -1.38750  -3.36536
H  -2.92065  -0.60397  -1.78954
H  -2.89002  -2.35855  -1.89764
H  -0.61692  0.76866  -4.25842
H  0.06410  1.77349  -2.97276
H  -1.59409  1.20320  -2.84865
H  2.76088  -0.04077  -3.51028
H  3.27886  -0.07933  -1.82386
H  2.24599  1.22806  -2.39871
H  2.67653  -3.47845  -1.64878
H  2.10327  -3.16099  -0.00530
H  3.21957  -2.03365  -0.78856
S  -1.30381  -2.64660  3.17328
C  0.18882  -2.74049  2.42077
C  5.67662  2.59172  -1.51626
C  5.66484  1.55832  -0.41915
C  6.76869  0.72720  -0.25151
C  6.77207  -0.24972  0.73083
C  5.67269  -0.41700  1.55417
C  4.56747  0.41894  1.40915
N  3.38928  0.26247  2.15859
C  3.24794  -0.54471  3.27905
C  4.21319  -0.51787  4.29218
C  4.09051  -1.32420  5.40499
C  3.00394  -2.18221  5.54834
C  2.03445  -2.20446  4.56816
C  2.12555  -1.38914  3.43499
C  1.05359  -1.48447  2.42814
O  0.77217  -3.67629  1.85642
O  0.97691  -0.63919  1.52408
C  4.56067  1.42128  0.42528
C  3.34035  2.28961  0.29681
H  6.59488  2.51846  -2.09813
H  5.61300  3.60615  -1.11636
H  4.83366  2.45894  -2.19759
H  7.62448  0.84205  -0.90621
H  7.62709  -0.90531  0.84094
H  5.65401  -1.21154  2.28681
H  2.54182  0.29933  1.60592
H  5.05220  0.15827  4.19363
H  4.84890  -1.27722  6.17748
H  2.91439  -2.81693  6.41937
H  1.16979  -2.84923  4.66336
H  3.01060  2.62990  1.28014
H  2.50056  1.73770  -0.13977
H  3.52171  3.16203  -0.32678
C  -0.16896  2.50157  0.92832
C  -1.51607  1.78257  1.03279
O  -1.57685  0.55383  0.44804
C  -2.57908  2.65864  0.32267
F  -3.81264  2.14543  0.38192
F  -2.26845  2.77924  -0.98556
F  -2.65587  3.92078  0.80495
C  -1.86932  1.64738  2.53663
F  -0.91600  0.95688  3.17240
F  -1.94745  2.85281  3.16142
F  -3.03211  1.02973  2.74482
H  0.09857  2.58047  -0.12501
H  0.58219  1.89871  1.43470
H  -0.19715  3.49370  1.37962


# 5
Density functional theory data (ωB97M-V/def2-TZVPD) for a structure of composition C45H37NO2SnTe.

HOMO level	-8.0	eV
ΔE to the lowest compared entry with this formula, charge and spin	0.00	kcal per mole
maximum force	0.703	eV/A
multiplicity	1
frontier orbital gap	8.074	eV

Positions of all 87 atoms, in Å:
Sn  0.23538  -0.97371  -0.92278
O  0.32252  -1.16191  1.07259
C  1.38661  -1.57341  1.87928
C  2.37621  -2.46328  1.05444
C  3.20809  -1.64071  0.11071
C  4.59110  -1.60660  0.17841
C  5.28767  -0.77791  -0.68319
C  4.58912  0.02875  -1.56448
C  3.20498  -0.02781  -1.58187
C  2.37481  0.82300  -2.50453
C  1.31610  1.75008  -1.84173
O  0.43866  1.02936  -1.03054
C  0.56002  2.39617  -3.02299
C  -0.78049  2.10898  -3.23471
C  -1.46284  2.68074  -4.30669
C  -0.81223  3.54474  -5.17423
C  0.53077  3.84189  -4.96286
C  1.20666  3.27402  -3.89397
C  1.91251  2.88191  -1.00106
C  3.26556  3.16232  -0.90710
C  3.71965  4.25198  -0.16275
C  2.81722  5.07942  0.48177
C  1.45294  4.80590  0.39009
C  1.00987  3.71615  -0.33627
N  2.55103  -0.88577  -0.78327
C  2.16440  -0.38511  2.44915
C  1.70466  0.90953  2.25504
C  2.41856  1.99351  2.75832
C  3.59710  1.79498  3.46027
C  4.06351  0.50003  3.66242
C  3.35098  -0.57764  3.15990
C  0.77723  -2.44887  2.98651
C  -0.01064  -3.53295  2.59473
C  -0.60927  -4.35747  3.53266
C  -0.44129  -4.10529  4.89191
C  0.32303  -3.02165  5.29121
C  0.92844  -2.19800  4.34377
H  1.77503  -3.19362  0.50527
H  3.03431  -3.02314  1.71683
H  5.10362  -2.21692  0.90934
H  6.37008  -0.74952  -0.65816
H  5.10418  0.69807  -2.24108
H  1.80088  0.16380  -3.16582
H  3.03467  1.40337  -3.14837
H  -1.28873  1.44302  -2.55155
H  -2.51149  2.44966  -4.45685
H  -1.34500  3.99159  -6.00472
H  1.04822  4.52421  -5.62720
H  2.24587  3.53856  -3.72183
H  3.99495  2.54237  -1.41413
H  4.78270  4.44849  -0.09593
H  3.16746  5.93184  1.05032
H  0.73564  5.44629  0.88961
H  -0.04996  3.49899  -0.40629
H  0.79923  1.06453  1.68372
H  2.05372  2.99755  2.58490
H  4.15211  2.64150  3.84565
H  4.98135  0.32978  4.21162
H  3.71982  -1.58290  3.33989
H  -0.18179  -3.71274  1.53928
H  -1.21749  -5.19252  3.20507
H  -0.91154  -4.74450  5.62888
H  0.44912  -2.80444  6.34525
H  1.51081  -1.34846  4.67722
Te  -2.91341  -0.47641  -0.57114
C  -3.44383  -2.33181  -1.39611
C  -3.52879  -3.45103  -0.57216
C  -3.93419  -4.66946  -1.10364
C  -4.24834  -4.77081  -2.45259
C  -4.15130  -3.65596  -3.27517
C  -3.74793  -2.43456  -2.74974
C  -4.86401  0.03643  0.04093
C  -5.71209  0.69682  -0.84252
C  -7.01148  0.99796  -0.45323
C  -7.45815  0.64649  0.81417
C  -6.60641  -0.00397  1.69801
C  -5.30556  -0.30913  1.31542
H  -3.27639  -3.37253  0.47833
H  -4.00220  -5.53938  -0.46176
H  -4.56781  -5.72018  -2.86392
H  -4.38833  -3.73482  -4.32907
H  -3.66684  -1.56700  -3.39224
H  -5.36308  0.97356  -1.82973
H  -7.67293  1.50973  -1.14169
H  -8.47105  0.88291  1.11458
H  -6.95180  -0.27410  2.68853
H  -4.64040  -0.81297  2.00563


# 6
Density functional theory data (ωB97M-V/def2-TZVPD) for the molecule C5H6O at a distorted geometry.

HOMO level	-9.1	eV
SMILES string	CC#C[C@H]1CO1
ΔE to the lowest compared entry with this formula, charge and spin	117.10	kcal per mole
maximum force	2.974	eV/A
multiplicity	1
frontier orbital gap	9.720	eV

Positions of all 12 atoms, in Å:
C  -2.56749  0.09389  0.05783
C  -1.16289  -0.00277  0.07160
C  -0.06720  -0.43512  -0.28931
C  1.18207  0.26532  -0.45126
C  2.34002  -0.16935  0.32815
O  2.28502  -0.37241  -1.06868
H  -3.00366  0.38800  -0.92262
H  -2.19223  -0.98011  0.44713
H  -3.19259  0.36529  0.89588
H  1.08850  1.32713  -0.68213
H  2.25835  -1.07081  0.93331
H  3.03211  0.59095  0.68011